No. 1
CH3NO3S | ωB97M-V with the def2-TZVPD basis set

Atoms and positions in Å:
S1 -0.405 -0.489 0.661
O1 2.416 0.568 1.369
O2 -1.134 -1.743 0.621
O3 -0.801 0.487 1.659
N1 1.986 -0.421 0.897
C1 -0.531 0.254 -1.060
H1 0.491 0.042 -1.628
H2 -0.565 1.367 -0.950
H3 -1.457 -0.064 -1.570

Calculated values
largest force on an atom = 4.28 eV Å⁻¹
orbital gap (alpha / beta) = 7.84 / 7.97 eV
ΔE to the lowest compared entry with this formula, charge and spin = 407.8 kJ/mol

***

No. 2
C14H15O3 | ωB97M-V with the def2-TZVPD basis set

Atoms and positions in Å:
O1 2.432 -2.119 -0.782
O2 0.643 2.616 1.882
O3 -1.558 2.361 2.333
C1 -1.356 -1.699 -2.333
C2 -0.173 -1.502 -1.611
C3 1.339 -0.017 -0.293
C4 0.721 -0.314 1.425
C5 -0.327 1.900 2.053
C6 2.546 -0.916 -0.471
C7 -1.975 -0.612 -2.939
C8 -0.332 0.414 1.981
C9 -2.526 1.251 2.367
C10 -0.299 0.890 -2.011
C11 -1.713 -0.057 2.095
C12 -1.462 0.691 -2.787
C13 0.331 -0.211 -1.380
C14 3.872 -0.421 0.031
H1 -1.993 1.569 -3.182
H2 0.077 1.911 -1.824
H3 -1.814 -2.696 -2.342
H4 0.523 -1.408 1.528
H5 -3.316 1.394 1.609
H6 4.347 -1.254 0.555
H7 -1.914 -0.789 2.887
H8 -2.915 -0.743 -3.474
H9 -2.026 -0.508 1.133
H10 4.513 -0.160 -0.818
H11 0.331 -2.353 -1.146
H12 3.780 0.464 0.668
H13 1.539 1.058 -0.142
H14 -3.021 1.226 3.351
H15 1.727 0.034 1.637

Calculated values
largest force on an atom = 4.20 eV Å⁻¹
SMILES = CC(=O)[C@H](CC1=C([O-])OCC1)c1ccccc1
orbital gap = 5.92 eV
charge = -1

***

No. 3
C41H37ClFeN2O4 | ωB97M-V with the def2-TZVPD basis set

Atoms and positions in Å:
Fe1 0.343 -0.836 0.765
Cl1 3.049 0.039 4.719
O1 -1.514 -0.960 0.453
O2 1.189 0.128 -0.668
O3 -0.764 -0.083 4.083
O4 0.991 -0.493 2.728
N1 -0.266 1.529 1.211
N2 1.188 -2.765 0.495
C1 2.784 3.853 -3.211
C2 2.777 -2.938 2.443
C3 4.861 -1.074 -2.079
C4 -3.603 1.520 -3.324
C5 4.536 0.495 0.181
C6 -4.008 1.397 -0.953
C7 -5.959 -2.933 1.351
C8 -5.099 -0.683 1.303
C9 3.699 -0.349 -1.895
C10 1.948 2.144 -1.728
C11 2.152 1.122 -0.604
C12 1.541 3.941 -3.825
C13 1.340 -0.325 5.077
C14 -4.723 -3.399 0.929
C15 0.420 -0.280 3.844
C16 -3.685 -2.508 0.694
C17 -2.549 0.632 -3.176
C18 2.985 2.963 -2.166
C19 -2.238 0.118 -1.924
C20 -2.667 -0.209 0.548
C21 -2.981 0.469 -0.801
C22 2.056 1.884 0.751
C23 0.497 3.144 -3.376
C24 -0.957 4.156 0.749
C25 2.023 -3.513 1.282
C26 0.701 2.253 -2.332
C27 0.363 3.753 0.645
C28 -2.517 0.843 1.673
C29 0.688 -3.589 -0.483
C30 -0.224 -3.079 -1.557
C31 5.708 -0.234 -0.002
C32 -1.543 1.905 1.300
C33 1.190 -4.859 -0.316
C34 -3.857 -1.138 0.868
C35 -4.318 1.915 -2.201
C36 3.522 0.449 -0.765
C37 -6.138 -1.571 1.544
C38 2.047 -4.811 0.818
C39 0.672 2.420 0.888
C40 -1.925 3.223 1.077
C41 5.876 -1.019 -1.128
H1 -2.117 0.304 2.533
H2 4.978 -1.692 -2.961
H3 -2.962 3.514 1.176
H4 1.304 -1.334 5.483
H5 6.487 -0.190 0.749
H6 -1.967 0.331 -4.039
H7 -0.478 3.205 -3.845
H8 -1.228 5.191 0.577
H9 -3.477 1.283 1.940
H10 -4.559 -4.459 0.783
H11 6.781 -1.598 -1.262
H12 4.425 1.087 1.080
H13 -0.098 1.615 -1.979
H14 2.894 -0.410 -2.617
H15 -4.584 1.726 -0.097
H16 2.257 -3.122 3.387
H17 0.180 -2.154 -1.984
H18 2.228 1.152 1.543
H19 2.878 -1.860 2.328
H20 3.769 -3.386 2.513
H21 3.603 4.472 -3.556
H22 -2.710 -2.865 0.393
H23 -0.323 -3.823 -2.347
H24 -1.406 -0.559 -1.795
H25 1.392 4.621 -4.655
H26 -5.128 2.629 -2.300
H27 -5.276 0.370 1.474
H28 2.798 2.681 0.793
H29 1.147 4.453 0.387
H30 -6.772 -3.624 1.537
H31 3.960 2.889 -1.698
H32 -1.217 -2.847 -1.164
H33 -3.866 1.903 -4.303
H34 0.967 -5.717 -0.932
H35 -7.094 -1.194 1.888
H36 2.611 -5.625 1.250
H37 0.987 0.386 5.816

Calculated values
largest force on an atom = 1.44 eV Å⁻¹
expectation value of S² = 8.76
multiplicity = 6
orbital gap (alpha / beta) = 6.69 / 6.36 eV
charge = -1
ΔE to the lowest compared entry with this formula, charge and spin = 29.6 kJ/mol

***

No. 4
C19H28CeFO2 | ωB97M-V with the def2-TZVPD basis set

Atoms and positions in Å:
Ce1 -0.207 1.441 0.392
F1 -1.920 2.523 0.161
O1 -0.644 0.254 -2.378
O2 0.422 -1.194 0.341
C1 -2.032 -0.449 -4.345
C2 -0.289 -2.444 -0.148
C3 -2.766 0.668 -3.545
C4 -0.744 -0.707 -3.544
C5 -0.678 0.852 3.693
C6 -0.404 -0.425 3.130
C7 2.664 -1.710 1.333
C8 2.359 1.752 0.707
C9 1.220 3.039 2.254
C10 2.270 -1.260 -1.174
C11 -2.594 0.129 2.667
C12 -1.960 0.833 -2.224
C13 1.894 1.805 2.058
C14 -1.624 -0.907 2.581
C15 1.854 2.910 0.030
C16 1.003 -3.255 -0.031
C17 1.140 3.704 0.995
C18 1.733 -1.875 0.117
C19 -2.006 1.222 3.357
H1 -1.134 -2.677 0.514
H2 -1.837 -0.104 -5.360
H3 -0.686 -2.276 -1.185
H4 2.947 0.956 0.262
H5 0.577 4.614 0.797
H6 -2.882 1.653 -4.053
H7 3.671 -2.149 1.228
H8 1.697 -1.576 -2.058
H9 -0.758 -1.726 -3.130
H10 -2.637 -1.364 -4.483
H11 -2.471 2.164 3.613
H12 -1.788 -1.929 2.260
H13 0.171 -0.693 -4.155
H14 0.000 1.387 4.342
H15 0.879 3.411 3.219
H16 -2.433 0.309 -1.375
H17 -3.798 0.352 -3.360
H18 2.223 -0.146 -1.231
H19 0.540 -0.966 3.164
H20 -3.602 0.058 2.286
H21 1.915 3.069 -1.048
H22 1.025 -3.933 0.841
H23 2.843 -0.665 1.626
H24 2.264 -2.184 2.237
H25 1.085 -3.840 -0.951
H26 3.309 -1.556 -1.336
H27 2.026 1.021 2.800
H28 -1.839 1.884 -1.891

Calculated values
largest force on an atom = 3.96 eV Å⁻¹
expectation value of S² = 0.75
multiplicity = 2
orbital gap (alpha / beta) = 6.55 / 6.56 eV

***

| no. | total energy (eV) |
| --- | --- |
| 1 | -19549.088 |
| 2 | -20903.339 |
| 3 | -101202.442 |
| 4 | -39897.039 |